1.
Formula: H14O7
Source: the OMol25 dataset
Level of theory: the ωB97M-V functional and the def2-TZVPD basis

Results
Max |F| ... 0.061 Eh/bohr
HOMO level ... -11.018 eV
DFT total energy ... -14559.6576 eV
Structure (SMILES) ... O.O.O.O.O.O.O
Energy above the lowest of the compared OMol25 structures with the same formula, charge and spin ... 174.04 kJ/mol
Kohn-Sham gap ... 0.422 Eh

Each line ends with the natural charge from an NBO analysis.
Cartesian coordinates (Å):
1 O -0.84 2.56 -2.26  -0.9743
2 H -1.13 3.35 -2.68  0.4653
3 H -1.54 2.36 -1.65  0.4888
4 O -1.98 1.50 -0.34  -1.0372
5 H -1.82 0.78 0.35  0.5073
6 H -2.63 2.19 -0.08  0.4812
7 O 0.26 0.08 -1.59  -0.9425
8 H -0.21 0.75 -2.06  0.5067
9 H -0.36 0.06 -0.77  0.4793
10 O 2.29 -2.22 -0.09  -0.9684
11 H 2.37 -1.21 0.02  0.5075
12 H 2.88 -2.68 0.59  0.4657
13 O 0.11 -2.64 1.63  -0.9684
14 H 1.01 -2.53 1.29  0.4964
15 H 0.19 -3.30 2.26  0.4651
16 O -1.44 -0.22 1.35  -0.9630
17 H -0.71 0.32 1.60  0.4984
18 H -1.11 -1.14 1.46  0.5341
19 O 1.38 0.46 0.61  -1.0146
20 H 2.13 1.05 0.71  0.4742
21 H 1.15 0.48 -0.35  0.4983



2.
Formula: H14O7
Source: the OMol25 dataset
Level of theory: the ωB97M-V functional and the def2-TZVPD basis

Results
Max |F| ... 0.007 Eh/bohr
HOMO level ... -11.298 eV
DFT total energy ... -14559.3537 eV
Structure (SMILES) ... O.O.O.O.O.O.O
Energy above the lowest of the compared OMol25 structures with the same formula, charge and spin ... 203.36 kJ/mol
Kohn-Sham gap ... 0.425 Eh

Each line ends with the natural charge from an NBO analysis.
Cartesian coordinates (Å):
1 O 0.57 -5.66 3.17  -0.9385
2 H 0.27 -6.14 3.94  0.4666
3 H 0.35 -4.75 3.36  0.4718
4 O -2.14 -0.31 -4.65  -0.9372
5 H -1.34 -0.33 -4.11  0.4699
6 H -1.83 -0.03 -5.51  0.4672
7 O -0.57 4.66 1.14  -0.9418
8 H -0.40 3.73 1.29  0.4745
9 H -1.52 4.75 1.24  0.4673
10 O 2.20 -0.71 -2.62  -0.9424
11 H 2.36 -1.64 -2.78  0.4719
12 H 3.07 -0.34 -2.48  0.4709
13 O 0.41 0.55 0.97  -0.9489
14 H 0.66 0.18 0.12  0.4757
15 H 0.39 -0.21 1.56  0.4731
16 O -1.12 -1.78 4.50  -0.9427
17 H -2.06 -1.82 4.67  0.4719
18 H -0.78 -1.21 5.19  0.4710
19 O 0.22 3.76 -3.27  -0.9368
20 H 1.16 3.64 -3.40  0.4643
21 H 0.10 3.67 -2.32  0.4723



3.
Formula: H14O7
Source: the OMol25 dataset
Level of theory: the ωB97M-V functional and the def2-TZVPD basis

Results
Max |F| ... 0.158 Eh/bohr
HOMO level ... -9.964 eV
DFT total energy ... -14549.4595 eV
Energy above the lowest of the compared OMol25 structures with the same formula, charge and spin ... 1158.00 kJ/mol
Kohn-Sham gap ... 0.295 Eh

Each line ends with the natural charge from an NBO analysis.
Cartesian coordinates (Å):
1 H 0.04 -1.94 -0.03  0.4830
2 H 0.52 -3.34 0.40  0.4711
3 H -4.08 -0.81 -0.03  0.4773
4 H -2.48 -0.11 -0.65  0.5230
5 H -0.81 -0.68 -1.29  0.4639
6 H -1.96 -1.65 -1.37  0.4808
7 H 0.08 3.25 -0.99  0.4860
8 H 1.50 2.27 -0.07  0.5168
9 H 3.36 2.27 0.84  0.4897
10 H 2.39 1.30 1.35  0.5129
11 H -0.34 0.82 -0.92  0.5906
12 H -2.58 0.95 -1.94  0.5719
13 H 1.95 -1.08 1.88  0.5327
14 H 1.41 0.16 3.43  0.4925
15 O 0.60 -2.18 0.63  -0.9789
16 O -3.62 -0.74 -0.98  -1.0638
17 O -0.97 -1.76 -1.38  -1.0330
18 O 0.77 2.22 -0.90  -1.0443
19 O 2.40 2.21 1.14  -0.9175
20 O -1.35 0.42 -1.13  -1.0351
21 O 2.30 -0.35 2.54  -1.0197